1.
Below is 2 unconnected molecules or ions with the total composition C29H30O4, with properties calculated with ωB97M-V/def2-TZVPD.

XYZ file:
```
63
Properties=species:S:1:pos:R:3:forces:R:3
C -5.7972 -0.3855 0.8402 -0.128 -0.180 0.223
C -4.9321 0.4584 -0.0613 -0.068 -0.321 0.125
O -3.5750 0.2359 0.3718 -0.183 0.351 -0.024
C -2.6633 0.8399 -0.4140 -0.332 0.147 -2.003
C -1.3133 1.0162 0.1286 -0.933 -0.153 0.508
C -0.4993 2.1510 -0.4339 0.197 -0.063 -0.397
C -1.0207 3.5260 0.0107 0.144 -0.091 0.134
C -0.5253 2.1394 -1.9577 0.079 0.256 -0.315
C -1.1607 0.6702 1.5263 -0.088 -0.520 -0.433
O -1.7508 -0.1802 2.1932 0.762 0.656 -0.597
O -0.1454 1.4186 2.0549 0.033 -0.064 1.354
C 0.0106 1.2278 3.4867 0.357 -0.158 -0.694
C -1.1450 1.7777 4.2746 -0.368 -0.033 0.183
O -3.0264 1.2359 -1.5420 0.154 -0.523 1.686
H -6.8505 -0.2771 0.5726 0.038 0.035 -0.025
H -5.5302 -1.4423 0.7425 -0.020 0.132 0.061
H -5.6792 -0.0909 1.8893 0.019 -0.084 -0.189
H -5.0427 0.1704 -1.1123 0.033 0.155 0.236
H -5.1821 1.5231 0.0521 0.187 -0.200 -0.182
H 0.5351 2.0158 -0.0896 -0.215 0.232 -0.003
H -1.0057 3.6183 1.1007 -0.023 0.103 -0.164
H -0.3651 4.2834 -0.4391 -0.251 0.057 0.212
H -2.0458 3.6699 -0.3585 0.241 0.023 0.079
H -0.0696 1.2277 -2.3559 -0.055 0.106 -0.058
H -1.5844 2.1645 -2.2506 0.865 0.167 -0.317
H 0.0079 3.0205 -2.3430 -0.013 -0.257 0.007
H 0.0656 0.1462 3.6477 0.173 0.219 0.238
H 0.9655 1.7129 3.7221 -0.214 -0.134 -0.002
H -0.9322 1.6520 5.3403 -0.062 0.063 -0.041
H -1.3199 2.8404 4.0772 0.043 -0.172 -0.024
H -2.0356 1.1857 4.0230 0.185 0.395 0.186
C 1.4477 -0.9861 -0.6633 -0.190 -0.955 0.236
C 0.8519 -1.8845 0.2927 -0.154 -0.329 0.509
C 0.8306 -1.5187 1.6561 0.333 -0.230 0.087
C 0.4129 -2.4058 2.6365 0.020 -0.328 -0.098
C 0.0056 -3.6964 2.2795 -0.048 0.239 -0.020
C 0.0064 -4.0821 0.9306 0.102 0.124 -0.036
C 0.4267 -3.1960 -0.0567 0.065 0.177 0.173
C 1.2927 -1.0973 -2.1023 0.798 0.572 -1.032
C 2.4004 -0.4196 -2.7261 -0.993 -1.025 -0.368
C 2.6435 -0.5398 -4.0855 -0.118 0.277 0.346
C 1.7724 -1.3209 -4.8548 -0.538 -0.145 0.138
C 0.6598 -1.9494 -4.2663 0.359 0.174 -0.043
C 0.4002 -1.8231 -2.8961 0.167 0.117 0.104
C 3.2659 0.0880 -1.6767 0.375 -0.015 1.261
C 2.7074 -0.2905 -0.4042 0.635 0.773 -0.849
C 3.4978 -0.1602 0.7436 -0.112 0.004 -0.221
C 4.7902 0.3615 0.6294 0.114 0.055 -0.445
C 5.3096 0.7526 -0.6178 -0.251 0.060 0.472
C 4.5431 0.6139 -1.7828 -0.311 0.122 0.122
H 1.1997 -0.5330 1.9367 -0.416 -0.282 -0.124
H 0.4224 -2.0925 3.6844 -0.076 -0.176 -0.404
H -0.3094 -4.3994 3.0569 0.103 0.252 -0.350
H -0.2955 -5.0959 0.6501 0.137 0.391 0.121
H 0.5318 -3.5316 -1.0899 -0.133 0.056 0.437
H 3.5090 -0.0372 -4.5262 -0.308 -0.277 0.032
H 1.9502 -1.4416 -5.9263 -0.051 0.027 0.376
H 0.0092 -2.5749 -4.8777 0.127 0.271 0.139
H -0.4589 -2.3063 -2.4374 0.070 0.145 -0.247
H 3.1363 -0.5051 1.7075 0.196 0.113 -0.173
H 5.4130 0.4334 1.5206 -0.165 0.044 -0.246
H 6.3190 1.1701 -0.6693 -0.356 -0.197 -0.009
H 4.9211 0.9168 -2.7617 0.060 -0.184 0.345
```
Forces are in eV/Å.

For the relative energy (zero: lowest compared OMol25 entry of this formula, charge and spin), the calculation gives 0.0 kJ/mol. The value obtained for the total energy is -1423.93047 a.u. For the HOMO energy, the calculation gives -6.6 eV. As for the HOMO-LUMO gap: 3.7 eV. The calculation puts the lowest unoccupied orbital energy at -2.93 eV.

2.
Below is a molecular structure, C29H31As2F6GeNO4S2Zr, with properties calculated with ωB97M-V/def2-TZVPD.

XYZ file:
```
77
Properties=species:S:1:pos:R:3:forces:R:3
Zr 0.6517 1.8062 -0.5195 -0.488 -1.004 -0.266
F 5.1378 2.3015 -2.9563 -0.031 0.012 -0.053
C 4.9733 2.2197 -1.6645 0.306 -0.011 -0.066
F 5.6123 3.1549 -1.0203 -0.027 0.016 0.023
F 5.2600 1.0260 -1.2089 -0.026 -0.023 0.025
S 3.1430 2.4645 -1.3329 -0.217 0.106 0.044
O 2.2861 1.5666 -2.1502 0.073 0.204 0.296
O 2.8332 2.0787 0.0763 -0.283 0.161 0.052
N 2.8881 3.9688 -1.5958 0.272 0.114 -0.199
S 1.4339 4.5755 -1.6692 -0.286 -0.141 -0.120
O 1.3320 5.7439 -2.4381 -0.041 -0.056 -0.007
O 0.4349 3.4715 -1.9193 0.365 0.085 0.283
C 0.9784 4.9696 0.1239 0.063 -0.177 0.058
F 0.7244 6.2186 0.2948 -0.051 0.173 0.021
F -0.1484 4.2199 0.4019 0.068 0.016 0.077
F 1.9010 4.5178 0.9547 0.187 0.274 -0.001
C -2.9899 3.5264 -0.8317 0.012 0.030 -0.060
As -2.1888 1.8272 -0.3638 0.103 0.125 0.018
C -3.2562 0.5954 -1.4150 0.068 -0.027 -0.006
C -2.7402 1.5732 1.4722 -0.062 -0.007 0.071
C -4.1032 1.6190 1.7656 0.109 -0.007 -0.017
C -4.5421 1.4957 3.0751 -0.073 0.009 -0.047
C -3.6270 1.3282 4.1037 0.041 -0.008 0.070
C -2.2699 1.2836 3.8244 0.027 0.001 -0.102
C -1.8197 1.4044 2.5097 -0.068 -0.002 0.053
As 0.0852 1.3516 2.2045 0.080 0.079 -0.028
C 0.8129 2.6768 3.4115 0.059 0.039 -0.011
C 0.6748 -0.3026 3.0119 0.051 -0.002 -0.027
H -4.0727 3.4200 -0.7897 -0.005 0.023 -0.004
H -2.6901 3.7922 -1.8445 -0.027 0.004 -0.005
H -2.6732 4.3029 -0.1403 -0.008 -0.019 0.027
H -4.1948 0.4216 -0.8917 -0.029 0.016 -0.034
H -2.7438 -0.3511 -1.5664 -0.014 0.004 0.017
H -3.4563 1.0611 -2.3788 -0.008 -0.014 -0.007
H -4.8314 1.7653 0.9768 -0.019 -0.005 0.004
H -5.6006 1.5412 3.2942 0.000 -0.001 -0.007
H -3.9696 1.2408 5.1261 0.003 0.000 -0.001
H -1.5654 1.1632 4.6389 -0.018 -0.004 0.016
H 0.6386 2.3453 4.4338 0.000 0.025 0.005
H 0.3325 3.6393 3.2524 -0.026 -0.009 -0.001
H 1.8842 2.7664 3.2373 0.000 -0.011 0.038
H 0.2975 -0.3279 4.0331 0.025 -0.016 0.010
H 1.7636 -0.3220 3.0211 -0.002 -0.014 0.012
H 0.2938 -1.1569 2.4593 -0.027 -0.014 -0.014
C -0.1289 -0.6065 -3.1327 0.014 -0.011 -0.011
Ge 0.3463 -0.8454 -1.2391 -0.171 0.237 -0.083
C 2.1670 -1.4891 -1.0056 0.110 -0.068 0.063
C 2.5275 -2.1026 0.1991 -0.049 0.044 -0.045
C 3.8028 -2.6184 0.3758 -0.009 0.003 0.020
C 4.7301 -2.5320 -0.6539 0.053 -0.016 0.012
C 4.3847 -1.9297 -1.8564 -0.018 0.002 -0.006
C 3.1137 -1.3995 -2.0293 -0.033 -0.038 0.004
C -0.8469 -2.2097 -0.4202 -0.151 -0.123 0.053
C -1.7591 -1.8805 0.5950 0.132 0.079 -0.070
C -2.6070 -2.8089 1.1701 -0.051 -0.057 0.043
C -2.5820 -4.1373 0.7408 0.013 0.053 -0.023
C -1.6991 -4.5214 -0.2696 0.042 0.076 -0.005
C -1.6776 -5.8639 -0.7110 0.092 0.014 -0.096
C -0.8031 -6.2737 -1.7247 -0.039 -0.041 0.014
C 0.0484 -5.3557 -2.2998 0.017 0.055 -0.005
C 0.0451 -4.0157 -1.8765 0.006 -0.041 0.031
C -0.8194 -3.5607 -0.8596 -0.087 -0.068 0.053
H -0.5491 -1.5182 -3.5578 0.012 -0.008 0.011
H 0.7613 -0.3337 -3.6982 -0.018 0.007 -0.038
H -0.8686 0.1852 -3.2596 -0.002 -0.010 -0.045
H 1.8002 -2.2042 0.9994 0.029 -0.012 -0.011
H 4.0727 -3.0967 1.3083 -0.005 -0.002 -0.001
H 5.7228 -2.9414 -0.5210 -0.005 -0.005 -0.004
H 5.1067 -1.8787 -2.6611 -0.006 0.001 -0.010
H 2.8625 -0.9335 -2.9752 0.004 -0.022 0.000
H -1.8146 -0.8596 0.9528 0.016 0.018 0.010
H -3.2927 -2.5084 1.9518 0.002 -0.003 -0.003
H -3.2462 -4.8689 1.1838 0.001 -0.001 0.007
H -2.3516 -6.5797 -0.2562 -0.002 -0.005 0.005
H -0.7989 -7.3039 -2.0542 -0.015 -0.005 0.021
H 0.7260 -5.6681 -3.0830 0.017 0.040 -0.005
H 0.7375 -3.3234 -2.3382 0.025 -0.040 -0.025
```
Forces are in eV/Å.

For the relative energy (zero: lowest compared OMol25 entry of this formula, charge and spin), the calculation gives 271.4 kJ/mol. Its charge is +3. Its multiplicity is 2. As for the expectation value of S²: 0.78. The value obtained for the total energy is -9469.45793 a.u. For the HOMO energy (alpha / beta), the calculation gives -16.3 / -16.3 eV. As for the HOMO-LUMO gap (alpha / beta): 6.6 / 4.9 eV. The calculation puts the lowest unoccupied orbital energy (alpha / beta) at -9.73 / -11.34 eV.

3.
Below is a molecular structure, C29H31Br2CrN3OSTe, with properties calculated with ωB97M-V/def2-TZVPD.

XYZ file:
```
69
Properties=species:S:1:pos:R:3:forces:R:3
Cr -0.4051 0.7337 0.4203 -0.367 0.364 0.355
Br -3.8075 3.9369 2.3223 -0.057 -0.016 0.099
C -2.8399 4.0399 0.7217 -0.223 0.325 -0.041
C -3.0604 5.1292 -0.1544 -0.049 -0.093 0.174
C -2.3869 5.2320 -1.3324 0.075 -0.029 -0.101
Br -2.7308 6.6920 -2.4748 0.000 0.030 -0.031
C -1.4392 4.2430 -1.7039 0.031 0.054 -0.082
C -0.6954 4.2132 -2.9027 -0.074 0.111 -0.013
C 0.1776 3.1892 -3.1438 0.075 -0.065 -0.018
C 0.3431 2.1791 -2.1876 0.013 0.098 0.027
N -0.3344 2.1771 -1.0537 -0.048 0.080 -0.104
C -1.2339 3.1872 -0.8056 0.218 -0.267 -0.025
C -1.9378 3.0597 0.4166 0.291 -0.432 0.115
O -1.6635 2.0007 1.1762 -0.063 0.159 -0.307
H -3.7837 5.8840 0.1212 0.001 -0.020 0.028
H -0.8300 5.0053 -3.6279 -0.006 -0.008 0.017
H 0.7477 3.1408 -4.0604 -0.006 0.005 0.009
H 1.0343 1.3610 -2.3608 -0.015 -0.019 -0.005
Te -2.0653 -0.7488 2.0004 -0.079 -0.089 0.127
C -2.6019 0.4918 3.6061 0.003 0.014 -0.021
C -3.9096 0.4109 4.0619 0.006 0.065 0.091
C -4.2945 1.1698 5.1624 0.022 -0.006 -0.019
C -3.3754 1.9942 5.7932 0.034 -0.023 -0.033
C -2.0685 2.0714 5.3236 -0.045 0.019 0.022
C -1.6784 1.3247 4.2245 -0.051 0.034 0.013
C -1.1743 -2.2156 3.2178 -0.002 -0.053 -0.027
C -0.0822 -1.9127 4.0229 -0.005 -0.074 0.062
C 0.4432 -2.8880 4.8582 -0.015 0.002 -0.015
C -0.1191 -4.1588 4.8868 -0.002 0.019 -0.011
C -1.2122 -4.4553 4.0862 -0.006 0.052 -0.035
C -1.7466 -3.4816 3.2494 0.079 -0.045 0.052
H -4.6305 -0.2309 3.5719 0.007 -0.005 -0.003
H -5.3134 1.1125 5.5227 0.015 0.000 -0.006
H -3.6757 2.5822 6.6508 0.002 -0.006 -0.013
H -1.3545 2.7248 5.8081 -0.011 -0.005 0.003
H -0.6700 1.4161 3.8432 0.005 -0.017 -0.007
H 0.3543 -0.9214 4.0157 -0.009 0.003 -0.011
H 1.2906 -2.6535 5.4894 -0.008 -0.008 -0.004
H 0.2934 -4.9164 5.5404 -0.007 0.013 -0.010
H -1.6570 -5.4414 4.1146 0.005 0.012 -0.002
H -2.6048 -3.7157 2.6313 0.005 0.013 0.006
C 2.7779 -2.0119 0.3168 0.036 -0.041 0.021
C 1.3128 -2.0205 0.7743 -0.096 0.051 -0.070
C 0.6873 -3.3979 0.5643 0.058 -0.042 -0.037
C 0.5149 -0.9778 0.0260 0.295 -0.224 -0.153
H 3.3223 -2.8048 0.8331 -0.001 0.025 -0.007
H 3.2649 -1.0624 0.5495 -0.018 0.000 0.005
H 2.8584 -2.1771 -0.7584 -0.036 -0.013 0.020
H 1.3020 -1.7785 1.8395 -0.028 0.010 0.025
H 0.8678 -3.7347 -0.4605 -0.011 0.010 0.033
H -0.3902 -3.3984 0.7325 -0.003 0.042 0.019
H 1.1247 -4.1270 1.2478 0.008 0.012 -0.026
H 0.1314 -1.3474 -0.9311 -0.056 0.034 0.004
H 1.1599 -0.0456 -0.1696 0.109 -0.061 -0.078
C 1.4990 -1.9081 -6.2456 0.056 0.064 -0.021
N 2.6116 -1.0908 -5.8083 -0.162 -0.080 -0.023
C 3.7967 -0.9279 -6.6476 -0.020 0.047 0.075
C 4.7426 -0.1094 -5.7518 -0.083 -0.073 0.025
N 4.0856 -0.2279 -4.4559 0.071 0.018 0.132
C 2.8509 -0.7575 -4.5292 -0.061 -0.051 -0.021
S 1.8045 -0.9784 -3.2238 0.181 0.069 -0.185
H 1.2971 -1.6935 -7.2939 -0.009 0.003 0.005
H 0.6216 -1.6687 -5.6525 -0.001 0.008 0.028
H 1.7196 -2.9726 -6.1349 0.017 -0.006 -0.009
H 3.5425 -0.4050 -7.5681 -0.001 -0.007 -0.029
H 4.2123 -1.9032 -6.9115 0.023 -0.033 0.039
H 4.8047 0.9308 -6.0725 -0.027 0.039 0.007
H 5.7469 -0.5255 -5.7248 0.026 0.001 -0.006
H 4.4285 0.1595 -3.5958 -0.002 0.002 -0.030
```
Forces are in eV/Å.

Its charge is +1. Its multiplicity is 4. As for the expectation value of S²: 4.12. The value obtained for the total energy is -8221.67088 a.u. For the HOMO energy (alpha / beta), the calculation gives -10.4 / -10.5 eV. As for the HOMO-LUMO gap (alpha / beta): 6.7 / 7.5 eV. The calculation puts the lowest unoccupied orbital energy (alpha / beta) at -3.73 / -3.02 eV.

4.
Below is a molecular structure, C29H31FIrNOPSi, with properties calculated with ωB97M-V/def2-TZVPD.

XYZ file:
```
66
Properties=species:S:1:pos:R:3:forces:R:3
Ir 1.1374 -0.0236 -1.1071 0.298 0.011 0.093
O 3.4334 -1.4395 -2.3354 0.011 -0.095 0.024
N 2.8009 -1.3202 -1.0931 -0.094 -0.230 0.029
C 3.6051 -1.5782 -0.1354 0.120 0.050 -0.016
C 3.3010 -1.5779 1.2914 -0.048 -0.081 0.008
C 4.3659 -1.9695 2.1063 -0.012 0.017 -0.018
C 4.2002 -2.1267 3.4712 -0.018 0.004 0.030
C 2.9531 -1.9103 4.0326 0.023 -0.013 0.000
C 1.8878 -1.5216 3.2304 0.010 0.068 0.016
C 2.0413 -1.3338 1.8638 0.071 0.038 0.025
P 0.5773 -0.7978 0.9112 -0.067 0.171 0.014
C -0.1720 0.4989 1.9310 -0.047 -0.075 0.044
C 0.2235 1.8225 1.7460 0.033 -0.010 0.012
C -0.2982 2.8257 2.5460 -0.003 0.003 -0.001
C -1.2234 2.5163 3.5339 -0.008 -0.010 0.005
C -1.6198 1.2008 3.7258 0.003 0.016 -0.004
C -1.0949 0.1927 2.9306 -0.014 -0.006 -0.016
C -0.5084 -2.2459 0.9913 0.039 -0.028 -0.081
C 0.0497 -3.5164 1.1295 0.009 0.000 -0.010
C -0.7620 -4.6410 1.1134 0.002 0.003 -0.001
C -2.1336 -4.5038 0.9618 -0.003 -0.004 -0.001
C -2.6944 -3.2415 0.8189 0.003 -0.001 -0.005
C -1.8878 -2.1160 0.8241 -0.003 -0.018 0.014
H 2.7506 -1.7859 -2.9267 -0.026 0.070 -0.016
H 4.6116 -1.8745 -0.4223 -0.006 -0.006 0.006
H 5.3328 -2.1606 1.6575 -0.006 -0.002 -0.003
H 5.0367 -2.4255 4.0877 -0.003 0.006 -0.002
H 2.8031 -2.0369 5.0964 0.004 -0.003 -0.006
H 0.9233 -1.3472 3.6892 0.004 0.007 -0.002
H 0.9344 2.0673 0.9678 -0.002 0.000 -0.004
H 0.0140 3.8508 2.3955 0.000 -0.006 0.001
H -1.6368 3.3012 4.1534 0.003 -0.003 -0.005
H -2.3422 0.9564 4.4931 0.001 0.000 0.000
H -1.4188 -0.8286 3.0846 0.005 0.002 0.002
H 1.1184 -3.6379 1.2565 -0.008 0.000 0.002
H -0.3214 -5.6227 1.2248 -0.001 0.003 -0.001
H -2.7669 -5.3811 0.9544 0.002 0.004 -0.001
H -3.7635 -3.1308 0.6939 0.003 0.000 0.003
H -2.3351 -1.1396 0.6945 0.001 0.002 0.004
F -4.8185 -0.7294 -2.3947 0.002 0.001 0.002
C -3.5209 -0.5342 -2.1046 -0.018 -0.007 -0.009
C -2.5866 -1.4340 -2.5831 -0.010 -0.012 0.013
C -1.2528 -1.2347 -2.2647 0.091 0.016 -0.080
C -0.8409 -0.1418 -1.4980 -0.150 0.056 -0.166
C -1.8136 0.7385 -1.0371 -0.070 -0.064 0.124
C -3.1609 0.5468 -1.3291 0.012 0.009 0.001
H -2.9089 -2.2776 -3.1786 0.005 0.002 0.000
H -0.5243 -1.9597 -2.6126 -0.014 0.007 -0.015
H -1.5314 1.5652 -0.4023 0.003 0.035 -0.014
H -3.9234 1.2230 -0.9638 0.008 0.001 -0.002
C 1.1785 4.4860 -3.0803 0.028 -0.026 -0.076
Si -0.0624 3.1397 -2.7017 0.000 -0.150 0.094
C -0.6845 2.2953 -4.2448 -0.080 0.019 0.013
C -1.4643 3.9189 -1.7387 0.057 0.059 0.008
C 0.9973 1.8396 -1.7568 -0.375 0.048 0.200
H 0.7224 5.2824 -3.6721 -0.007 -0.012 -0.003
H 2.0351 4.1063 -3.6417 -0.002 0.009 0.008
H 1.5547 4.9362 -2.1585 -0.002 -0.002 -0.005
H -1.2487 2.9883 -4.8724 0.009 0.001 0.007
H -1.3469 1.4639 -3.9892 0.017 0.006 -0.013
H 0.1393 1.9038 -4.8464 -0.003 0.001 0.007
H -1.8309 4.7680 -2.3226 0.039 0.014 0.009
H -1.1360 4.3114 -0.7731 -0.010 -0.037 0.006
H -2.3051 3.2489 -1.5802 -0.016 0.014 -0.008
H 1.4031 1.2207 -2.6537 0.259 0.168 0.046
H 1.8081 2.3310 -1.1879 -0.045 -0.041 -0.285
```
Forces are in eV/Å.

For the relative energy (zero: lowest compared OMol25 entry of this formula, charge and spin), the calculation gives 56.2 kJ/mol. Its charge is +1. The value obtained for the total energy is -2088.45590 a.u. For the HOMO energy, the calculation gives -11.0 eV. As for the HOMO-LUMO gap: 7.1 eV. The calculation puts the lowest unoccupied orbital energy at -3.89 eV.